1.
C5H10O | ωB97M-V/def2-TZVPD

Total energy in eV: -7389.2289
E_HOMO in eV: -6.88
Max |F| in eV/A: 0.28
Energy relative to the best compared isomer or geometry (same formula, charge and spin) in eV: 5.5365

Atoms and positions in Å:
C (-0.33747, 1.95708, -0.12014)
C (-0.45874, -0.06529, -0.63241)
C (0.83914, -0.64220, -0.80319)
C (1.17115, -1.40921, 0.45402)
O (0.15229, -1.03292, 1.38501)
C (-0.98902, -0.65038, 0.65479)
H (0.26932, 2.59557, -0.77472)
H (-1.39475, 2.18886, -0.26449)
H (-0.05468, 2.08808, 0.92915)
H (-1.12578, 0.14578, -1.46313)
H (1.31520, -0.77359, -1.76567)
H (0.51736, 0.74916, -0.45301)
H (2.12944, -1.15594, 0.92389)
H (1.15722, -2.50168, 0.29126)
H (-1.60520, -1.52152, 0.36994)
H (-1.58549, 0.02820, 1.26870)

Cartesian forces, eV/Å:
C -0.06 0.22 0.10
C -0.11 -0.16 -0.04
C 0.08 -0.16 -0.10
C 0.24 -0.12 -0.07
O -0.01 -0.02 0.05
C -0.20 0.13 -0.10
H -0.04 -0.14 0.05
H 0.11 -0.06 0.01
H -0.02 -0.04 -0.12
H 0.10 -0.03 0.15
H -0.09 0.03 0.15
H 0.00 0.23 0.04
H -0.14 -0.03 -0.08
H -0.02 0.15 0.03
H 0.08 0.09 0.04
H 0.08 -0.09 -0.10

=====

2.
C34H29N7OS3Zn | ωB97M-V/def2-TZVPD

Total energy in eV: -129122.4128
Net charge: +2
E_HOMO in eV: -12.79
Max |F| in eV/A: 0.54
Energy relative to the best compared isomer or geometry (same formula, charge and spin) in eV: 0.0531

Atoms and positions in Å:
Zn (0.22790, -1.07348, -1.00000)
S (5.20761, 0.91170, 1.42317)
C (6.71989, 1.02205, 2.20229)
C (7.17810, -0.19960, 2.58009)
C (6.28318, -1.24505, 2.22782)
C (5.16016, -0.80706, 1.58837)
C (4.03804, -1.60950, 1.08346)
C (2.94608, -1.01002, 0.43601)
N (1.91714, -1.68506, -0.04604)
C (1.88445, -3.03429, 0.08706)
C (2.91294, -3.72479, 0.72139)
C (2.82109, -5.15690, 0.84212)
C (1.75971, -5.82511, 0.35424)
C (0.68488, -5.13047, -0.30790)
C (-0.43835, -5.78012, -0.83433)
C (-1.44305, -5.07714, -1.47131)
C (-1.27144, -3.68520, -1.55859)
N (-0.22334, -3.04832, -1.06525)
C (0.75580, -3.74974, -0.44093)
C (-2.63272, -5.71273, -2.04664)
C (-3.70033, -5.11722, -2.66161)
C (-4.68010, -6.04067, -3.10581)
C (-4.33803, -7.32620, -2.81929)
S (-2.84201, -7.42141, -2.01821)
C (3.99219, -2.98359, 1.21422)
H (7.19026, 1.98758, 2.34006)
H (8.12064, -0.35163, 3.09078)
H (6.48332, -2.28839, 2.44703)
H (2.91503, 0.06672, 0.31644)
H (3.62791, -5.68700, 1.33635)
H (1.69608, -6.90303, 0.44907)
H (-0.51058, -6.85820, -0.73638)
H (-2.01168, -3.07614, -2.06135)
H (-3.80040, -4.04644, -2.80154)
H (-5.59475, -5.76472, -3.61470)
H (-4.89293, -8.22855, -3.04148)
H (4.80161, -3.50906, 1.70729)
N (-0.47329, 2.59645, -3.19383)
C (0.36675, 1.73285, -2.63852)
N (1.27566, 2.19010, -1.78409)
S (0.27808, 0.06647, -3.07442)
H (-0.34866, 3.59574, -3.11892)
H (-1.12366, 2.25775, -3.88219)
H (1.37695, 3.17517, -1.59103)
H (2.02660, 1.58454, -1.51096)
C (1.04894, 6.72377, 0.99228)
C (-0.29987, 6.04310, 0.96492)
C (-0.74299, 5.33151, -0.14247)
C (-2.00292, 4.74116, -0.18716)
C (-2.85049, 4.84240, 0.90566)
N (-4.16041, 4.28755, 0.93042)
C (-4.71172, 3.26263, 0.21080)
O (-5.89756, 3.14836, 0.01126)
N (-3.81672, 2.29924, -0.30941)
C (-2.75014, 1.68629, 0.33995)
C (-2.38155, 1.93297, 1.66453)
C (-1.30689, 1.25460, 2.20857)
C (-0.61104, 0.34257, 1.44233)
N (-0.95829, 0.10378, 0.16997)
C (-1.99606, 0.75891, -0.36570)
C (-2.42298, 5.54863, 2.02717)
C (-1.17272, 6.14214, 2.04983)
H (1.64469, 6.47298, 0.11224)
H (1.61803, 6.44481, 1.88284)
H (0.92916, 7.81038, 1.01349)
H (-0.09374, 5.26783, -1.01410)
H (-2.33443, 4.22810, -1.08156)
H (-4.86292, 4.83340, 1.40217)
H (-4.28373, 1.75435, -1.01622)
H (-2.94292, 2.63509, 2.26894)
H (-1.01383, 1.42359, 3.23670)
H (0.23324, -0.21025, 1.84114)
H (-2.23858, 0.53108, -1.39974)
H (-3.08067, 5.63472, 2.88682)
H (-0.86364, 6.69399, 2.93239)

Cartesian forces, eV/Å:
Zn -0.21 0.42 -0.27
S -0.15 0.05 -0.09
C 0.04 0.14 0.01
C 0.04 -0.16 0.04
C 0.24 -0.22 0.14
C -0.18 0.09 -0.09
C 0.16 0.16 0.06
C -0.02 0.07 -0.03
N 0.01 -0.09 0.10
C -0.08 0.20 -0.09
C 0.10 -0.18 0.08
C 0.15 0.02 0.07
C -0.11 -0.11 -0.04
C 0.07 -0.21 0.05
C -0.04 -0.22 0.01
C -0.15 -0.10 -0.09
C 0.05 0.19 -0.05
N -0.01 -0.05 0.02
C -0.09 0.19 -0.07
C 0.13 -0.07 0.08
C -0.19 0.24 -0.12
C -0.01 0.16 -0.02
C -0.08 -0.11 -0.03
S 0.14 -0.12 0.08
C 0.13 -0.16 0.09
H -0.08 -0.16 -0.02
H -0.11 0.00 -0.06
H 0.00 0.15 -0.02
H -0.01 0.01 0.00
H -0.06 0.05 -0.04
H 0.00 0.06 -0.01
H 0.02 0.04 0.01
H 0.02 0.01 0.03
H -0.01 -0.13 0.01
H 0.11 -0.01 0.06
H 0.09 0.12 0.04
H -0.04 0.01 -0.02
N 0.05 -0.06 -0.06
C -0.01 0.03 0.00
N -0.02 0.03 0.04
S -0.01 -0.10 0.12
H 0.01 -0.04 0.02
H -0.09 -0.01 -0.03
H -0.04 0.01 0.06
H 0.09 -0.07 0.01
C -0.12 -0.04 0.03
C 0.09 0.07 0.04
C 0.00 -0.08 -0.03
C 0.06 0.01 -0.13
C -0.12 -0.07 -0.04
N 0.15 0.04 0.05
C -0.10 -0.11 0.05
O 0.33 0.09 0.00
N 0.16 0.04 0.06
C -0.21 0.17 0.03
C -0.06 0.07 0.15
C -0.04 0.07 0.11
C 0.03 -0.06 -0.12
N 0.13 -0.02 0.05
C 0.11 -0.15 -0.09
C 0.03 -0.01 0.09
C 0.05 0.01 0.04
H -0.06 0.01 0.05
H -0.06 0.01 -0.07
H 0.01 -0.09 -0.01
H -0.07 0.05 0.03
H 0.01 0.04 0.03
H -0.12 0.12 0.00
H -0.05 -0.14 -0.03
H 0.06 -0.10 -0.07
H -0.03 0.01 -0.05
H -0.08 0.04 -0.07
H 0.06 0.01 0.06
H 0.05 0.01 -0.06
H -0.05 -0.03 -0.07

=====

3.
C31H32BHfN4SbSe4 | ωB97M-V/def2-TZVPD

Total energy in eV: -308536.7120
Net charge: -2
E_HOMO in eV: -1.37
Max |F| in eV/A: 3.09
Energy relative to the best compared isomer or geometry (same formula, charge and spin) in eV: 2.9596

Atoms and positions in Å:
Hf (0.57553, 0.90742, -1.22572)
C (5.60255, 0.24144, 3.25876)
C (4.46587, 0.81660, 2.41148)
C (3.78429, 1.99113, 3.10501)
C (3.50624, -0.26295, 1.96775)
C (2.28261, -0.48623, 2.58260)
C (1.38951, -1.43225, 2.09244)
C (1.68758, -2.16524, 0.95426)
C (0.70615, -3.15938, 0.38847)
C (2.93057, -1.96412, 0.35216)
C (3.82880, -1.03988, 0.85439)
H (6.26864, 1.04343, 3.58514)
H (6.20241, -0.45751, 2.67317)
H (5.21504, -0.27818, 4.14113)
H (4.93759, 1.20663, 1.50383)
H (3.46105, 1.73880, 4.12066)
H (2.91027, 2.32186, 2.53898)
H (4.47847, 2.83131, 3.16601)
H (1.99471, 0.10619, 3.44236)
H (0.43681, -1.58274, 2.58457)
H (0.21766, -2.76886, -0.51022)
H (-0.08099, -3.38597, 1.10899)
H (1.20223, -4.09132, 0.10720)
H (3.19588, -2.55020, -0.52322)
H (4.78118, -0.87178, 0.35994)
B (-1.12951, -0.59572, -2.50677)
N (-1.28370, 0.86520, -3.14806)
C (-2.33328, 1.37174, -3.80159)
C (-2.00817, 2.64066, -4.24262)
C (-0.70634, 2.85016, -3.79870)
N (-0.25236, 1.78118, -3.15587)
N (0.21953, -1.20376, -3.05283)
C (0.46775, -2.01228, -4.08726)
C (1.83910, -2.15680, -4.20950)
C (2.37298, -1.36950, -3.18919)
N (1.39490, -0.80779, -2.49230)
H (-2.07367, -1.25102, -2.82193)
H (-1.03191, -0.56185, -1.25459)
H (-3.24346, 0.80217, -3.88926)
H (-2.63203, 3.32719, -4.78704)
H (-0.05685, 3.70393, -3.90909)
H (-0.34216, -2.41081, -4.67564)
H (2.37782, -2.73815, -4.93656)
H (3.39965, -1.16873, -2.92749)
Se (5.35405, 4.88146, -2.75869)
Sb (5.08884, 3.70590, -0.65838)
Se (2.96855, 1.70016, -1.05708)
Se (1.40034, 3.46565, -0.70649)
Se (6.95948, 2.08549, -0.46743)
C (-0.17564, 0.94745, 0.77339)
C (-1.39301, 0.71115, 0.91714)
C (-2.71951, 0.30334, 1.06651)
C (-3.76216, 0.97212, 0.33287)
C (-3.46980, 1.97682, -0.62269)
C (-4.46004, 2.62181, -1.33811)
C (-5.80623, 2.32673, -1.14069)
C (-6.12411, 1.37973, -0.17133)
C (-5.14074, 0.72392, 0.54571)
C (-2.93465, -0.90303, 1.87008)
C (-2.20547, -1.10768, 3.05419)
C (-2.33140, -2.26793, 3.79910)
C (-3.19169, -3.28198, 3.39365)
C (-3.92229, -3.10347, 2.22420)
C (-3.79788, -1.94214, 1.47942)
H (-2.43524, 2.26670, -0.77328)
H (-4.17253, 3.37395, -2.06551)
H (-6.58002, 2.84021, -1.69793)
H (-7.16491, 1.15640, 0.04182)
H (-5.43606, 0.02142, 1.31377)
H (-1.53339, -0.32262, 3.38110)
H (-1.75192, -2.38173, 4.70887)
H (-3.28537, -4.19318, 3.97199)
H (-4.58403, -3.88941, 1.87550)
H (-4.35212, -1.84125, 0.55442)

Cartesian forces, eV/Å:
Hf 1.30 2.19 1.74
C 0.01 0.03 0.01
C 0.12 0.05 -0.05
C -0.08 -0.02 -0.04
C -0.04 0.05 -0.03
C 0.03 -0.08 0.07
C 0.11 -0.01 0.01
C 0.05 -0.18 0.02
C -0.04 0.06 -0.02
C 0.05 -0.11 0.01
C 0.00 0.01 0.02
H 0.00 0.00 0.00
H -0.03 -0.05 0.03
H 0.00 0.01 0.01
H -0.02 0.00 -0.03
H 0.01 0.00 0.00
H 0.01 0.01 0.00
H 0.02 -0.02 0.05
H -0.01 0.02 -0.02
H -0.04 0.04 -0.03
H 0.00 0.00 0.00
H -0.01 0.00 -0.01
H 0.00 0.00 0.01
H -0.01 0.02 -0.01
H -0.02 0.02 -0.03
B 0.23 0.03 -0.46
N -0.06 -0.45 -0.22
C -0.07 -0.12 0.10
C 0.01 0.04 -0.05
C 0.32 0.12 -0.04
N -0.81 -0.87 0.46
N -0.34 -0.14 -0.01
C 0.00 0.09 -0.05
C 0.03 0.00 0.00
C 0.11 0.04 0.08
N -0.82 -0.01 0.07
H -0.02 -0.02 0.04
H -0.04 0.11 -0.71
H -0.01 0.02 0.02
H 0.00 -0.02 -0.02
H -0.03 0.04 0.10
H 0.00 -0.04 0.04
H 0.00 -0.01 0.00
H 0.00 0.01 0.00
Se -0.09 -0.06 0.11
Sb 1.29 0.20 -0.03
Se -0.15 -0.09 -0.08
Se -0.16 -0.70 -0.48
Se -0.43 0.28 0.02
C -0.20 -0.34 -0.50
C -0.10 -0.25 -0.02
C -0.04 0.03 -0.06
C 0.00 0.07 0.01
C 0.00 -0.01 0.03
C -0.02 0.03 -0.02
C 0.00 0.01 0.03
C -0.02 0.00 -0.03
C 0.03 -0.02 0.00
C 0.02 0.00 0.01
C -0.01 0.02 0.00
C 0.03 -0.03 -0.01
C -0.01 -0.01 0.00
C 0.00 -0.01 0.02
C -0.02 0.04 0.00
H 0.00 -0.01 -0.02
H 0.00 0.01 0.02
H 0.00 -0.01 -0.01
H 0.00 -0.01 -0.01
H 0.00 -0.01 -0.01
H 0.01 -0.01 -0.01
H 0.01 0.00 -0.01
H -0.01 0.00 0.00
H -0.01 0.00 0.00
H 0.00 0.00 0.00

=====

4.
C13H31MnN5S3 | ωB97M-V/def2-TZVPD

Total energy in eV: -85247.3169
Spin multiplicity: 2
Net charge: +2
⟨S²⟩: 1.00
E_HOMO (spin up / spin down) in eV: -14.30 / -14.48
Max |F| in eV/A: 0.46
Energy relative to the best compared isomer or geometry (same formula, charge and spin) in eV: 0.0000

Atoms and positions in Å:
Mn (-0.27678, -0.07953, 0.21325)
N (-1.79972, 0.16009, -1.31837)
C (-2.32716, -1.20308, -1.57310)
C (-2.68310, -1.80620, -0.23578)
N (-1.47123, -1.80915, 0.62313)
C (-0.79402, -3.12678, 0.60162)
C (0.51177, -3.04189, 1.35287)
N (1.31811, -1.99778, 0.71785)
H (-1.38585, 0.51738, -2.17439)
H (-2.58511, 0.76940, -1.10311)
H (-3.19686, -1.18685, -2.23142)
H (-1.53777, -1.77765, -2.05862)
H (-3.45288, -1.20097, 0.24692)
H (-3.08177, -2.81502, -0.35561)
H (-1.79454, -1.67381, 1.57810)
H (-1.44110, -3.89313, 1.03476)
H (-0.61274, -3.39395, -0.44229)
H (0.33180, -2.76243, 2.39440)
H (0.99413, -4.02204, 1.36060)
H (2.14672, -1.80199, 1.26957)
H (1.65098, -2.33468, -0.17934)
C (-1.47522, 1.61432, 3.33879)
C (-0.41905, 0.63022, 3.81336)
S (0.88152, 0.21393, 2.63569)
C (1.83720, 1.73034, 2.40774)
C (1.19272, 2.79736, 1.54225)
S (0.59228, 2.12953, -0.04224)
C (-0.93597, 3.08048, -0.23547)
C (-1.98343, 2.90735, 0.86668)
S (-2.09034, 1.26229, 1.65616)
H (-1.09436, 2.63192, 3.34637)
H (-2.32829, 1.58182, 4.01551)
H (-0.86905, -0.33889, 4.03999)
H (0.02856, 0.99028, 4.74044)
H (2.76800, 1.38085, 1.95779)
H (2.09388, 2.14282, 3.38443)
H (1.91856, 3.57667, 1.31207)
H (0.35375, 3.26682, 2.04811)
H (-1.32293, 2.78248, -1.20939)
H (-0.67017, 4.13451, -0.32563)
H (-2.96842, 3.14291, 0.46469)
H (-1.81591, 3.61679, 1.67431)
C (3.03031, 0.58597, -3.99958)
N (2.40908, -0.62056, -3.44055)
C (2.55229, -1.87265, -4.19106)
C (1.58296, -0.53110, -2.44005)
N (0.86489, -0.45061, -1.53199)
H (2.59010, 0.82127, -4.96889)
H (4.09746, 0.40993, -4.12327)
H (2.88528, 1.42327, -3.32201)
H (2.07837, -1.78251, -5.16881)
H (2.09192, -2.69002, -3.64227)
H (3.61108, -2.08776, -4.32417)

Cartesian forces, eV/Å:
Mn -0.37 0.13 0.24
N 0.15 -0.10 0.07
C -0.07 0.03 0.02
C 0.05 0.01 -0.03
N -0.13 -0.05 0.03
C -0.06 0.01 0.02
C 0.04 0.00 -0.04
N 0.16 -0.07 -0.04
H 0.03 0.02 0.03
H 0.01 -0.01 0.03
H 0.03 -0.01 -0.03
H -0.01 0.01 0.00
H 0.01 -0.01 0.01
H -0.02 0.01 0.02
H 0.04 -0.02 0.01
H -0.01 -0.01 -0.05
H 0.01 0.01 0.00
H 0.00 0.01 0.01
H 0.01 0.01 0.04
H -0.01 -0.03 0.02
H 0.02 0.03 0.00
C -0.06 0.02 -0.04
C 0.01 -0.04 -0.03
S -0.01 -0.06 -0.11
C 0.03 -0.02 0.07
C -0.06 0.00 -0.05
S 0.07 0.12 -0.13
C 0.10 -0.02 -0.06
C -0.05 0.03 0.06
S 0.13 -0.06 -0.13
H 0.00 0.01 0.02
H -0.01 0.01 -0.01
H 0.00 0.01 0.03
H 0.01 -0.01 0.00
H 0.01 0.03 0.00
H 0.01 -0.01 0.00
H 0.01 0.01 0.02
H 0.02 0.01 0.01
H 0.00 -0.01 0.02
H -0.03 0.01 0.01
H -0.01 -0.02 0.00
H -0.02 0.01 0.00
C 0.02 0.03 -0.01
N 0.00 0.01 -0.02
C -0.01 -0.04 -0.02
C 0.00 -0.02 0.02
N -0.01 0.01 -0.04
H -0.01 0.00 0.01
H 0.00 -0.01 0.01
H -0.01 -0.01 0.01
H 0.00 0.01 0.00
H 0.00 0.01 0.01
H 0.00 0.01 0.01